Record 1
The following is a DFT calculation (ωB97M-V/def2-TZVPD) of a 2-piece molecular cluster, C17H21Cl2Si overall in a non-equilibrium geometry.

Calculated values
Charge: +1
Relative energy (zero: lowest compared OMol25 entry of this formula, charge and spin), eV: 0.000
Largest force on an atom, eV/A: 2.8
Gap between HOMO and LUMO, eV: 6.22

Geometry (Å):
C  2.7095  -2.0771  0.5111
C  1.5485  -2.3639  -0.4318
Si  1.0038  -1.0326  -1.5637
C  2.3890  -0.5306  -2.6915
C  -0.4360  -1.6517  -2.5860
H  0.3223  0.5401  -0.4824
H  2.9798  -2.9771  1.0751
H  3.5976  -1.7399  -0.0305
H  2.4245  -1.2998  1.2256
H  1.8360  -3.1857  -1.1021
H  0.6799  -2.7166  0.1271
H  2.7100  -1.3920  -3.2981
H  2.0814  0.2627  -3.3978
H  3.2729  -0.1933  -2.1229
H  -0.1221  -2.5375  -3.1646
H  -1.2848  -1.9692  -1.9511
H  -0.7862  -0.8908  -3.3132
Cl  -5.1154  2.1836  -2.8215
C  -3.7892  2.1008  -1.7287
C  -2.7158  3.0039  -1.8474
C  -1.5935  2.8307  -1.0402
C  -1.5245  1.7318  -0.1463
C  -0.1213  1.2844  0.2802
C  0.1009  0.8036  1.7198
C  1.1791  1.3347  2.4741
C  1.6337  0.6494  3.6056
C  0.9746  -0.5115  4.0217
Cl  1.5910  -1.4451  5.3309
C  -0.1827  -0.9490  3.3825
C  -0.5849  -0.3069  2.2042
C  -2.7006  1.0281  0.1263
C  -3.7839  1.1286  -0.7334
H  -2.7687  3.7629  -2.6213
H  -0.7733  3.5334  -1.1677
H  0.5433  2.1575  0.1295
H  1.7006  2.2385  2.1899
H  2.5172  0.9672  4.1569
H  -0.7263  -1.8298  3.7295
H  -1.3932  -0.7277  1.6115
H  -2.7680  0.3696  0.9945
H  -4.6254  0.4166  -0.6539

Results of the Mulliken charge analysis, in e, for atoms 1 through 6: C -1.0300; C -0.3722; Si 0.1908; C -1.0114; C -0.9958; H -0.9704


Record 2
The following is a DFT calculation (ωB97M-V/def2-TZVPD) of C7H17NO9P2S2SiTa as an isolated structure in a non-equilibrium geometry.

Calculated values
Charge: +1
Relative energy (zero: lowest compared OMol25 entry of this formula, charge and spin), eV: 1.081
Largest force on an atom, eV/A: 3.3
Gap between HOMO and LUMO, eV: 7.76

Geometry (Å):
Ta  -0.2149  0.0780  0.7237
N  1.6606  -2.6891  2.3281
C  1.5425  -2.6769  0.8562
C  2.1575  -3.8982  0.1470
P  -0.2257  -2.4724  0.3868
O  -0.8030  -3.8971  0.1922
O  -0.3221  -1.5012  -0.7866
O  -0.9502  -1.6246  1.4629
P  2.4104  -1.1824  0.1204
O  3.7905  -1.2294  0.8836
O  2.4671  -1.1998  -1.3332
O  1.6427  0.1087  0.7071
H  1.2090  -3.5127  2.7170
H  1.0046  -1.2442  3.0763
H  2.6439  -2.7415  2.5813
H  1.6557  -4.8118  0.4627
H  3.2142  -3.9673  0.4051
H  2.0777  -3.8052  -0.9366
H  -1.6875  -3.9939  -0.1953
H  4.5390  -1.0021  0.3105
O  -1.3580  -1.0926  4.0846
S  -0.5883  0.0950  3.9287
O  0.7325  -0.2695  3.0661
O  -0.2101  0.8655  5.0549
S  -1.3849  1.3291  2.4611
C  -1.4593  4.4462  -3.5131
Si  -2.2896  3.9488  -1.9357
C  -2.0296  5.1347  -0.5233
C  -4.0630  3.4429  -2.1430
C  -1.4228  2.4088  -1.2570
C  -0.9464  1.5207  -0.5565
H  -1.9297  5.3398  -3.9291
H  -1.5280  3.6515  -4.2588
H  -0.4030  4.6672  -3.3462
H  -2.5404  6.0845  -0.6967
H  -0.9655  5.3390  -0.3858
H  -2.4162  4.7013  0.4016
H  -4.6647  4.2785  -2.5081
H  -4.4806  3.1170  -1.1878
H  -4.1580  2.6221  -2.8572

Results of the Mulliken charge analysis, in e, for atoms 1 through 6: Ta 1.1988; N -0.5696; C 0.9556; C -1.7785; P 0.7238; O -0.4983


Record 3
The following is a DFT calculation (ωB97M-V/def2-TZVPD) of C14H11ClN3O6V as an isolated structure in a non-equilibrium geometry.

Calculated values
Charge: +2
Relative energy (zero: lowest compared OMol25 entry of this formula, charge and spin), eV: 1.394
Largest force on an atom, eV/A: 6.0
Gap between HOMO and LUMO (spin up / spin down), eV: 4.45 / 3.88

Geometry (Å):
V  -1.6522  0.0726  1.2047
O  2.0046  4.2427  2.7959
C  2.6907  3.2184  2.3229
O  3.8803  3.1749  2.2997
C  1.9137  2.0251  1.7898
C  2.5095  0.8939  1.2956
Cl  4.1234  0.5530  1.0535
N  1.5181  0.0035  0.9118
N  0.2896  0.5658  1.1301
C  0.5351  1.7634  1.6776
C  -0.7304  2.5195  2.0730
O  -0.7083  3.6034  2.5593
O  -1.7945  1.7688  1.8011
C  1.6580  -1.2561  0.3666
C  2.6199  -2.1591  0.9287
C  2.6959  -3.4158  0.4297
C  1.8566  -3.7953  -0.6544
C  0.9117  -2.8847  -1.2195
C  0.8040  -1.6365  -0.7135
H  1.0342  4.1467  2.7564
H  3.2228  -1.8615  1.7731
H  3.3722  -4.1365  0.8687
H  1.9406  -4.7955  -1.0635
H  0.3034  -3.1931  -2.0588
H  0.1289  -0.9128  -1.1412
O  -1.5092  -1.5266  1.1698
O  -1.3770  -2.7992  1.2557
C  -3.4509  0.4507  -3.8487
C  -4.0296  0.9454  -2.5037
C  -3.1598  0.5834  -1.3896
N  -2.4715  0.2958  -0.5183
H  -4.1381  0.7315  -4.6427
H  -3.3471  -0.6329  -3.8509
H  -2.4857  0.9118  -4.0512
H  -5.0097  0.5071  -2.3129
H  -4.1492  2.0285  -2.4945

Results of the Mulliken charge analysis, in e, for atoms 1 through 6: V 1.7021; O -0.4758; C 0.5247; O -0.4717; C -0.1205; C 0.4343


Record 4
The following is a DFT calculation (ωB97M-V/def2-TZVPD) of C5H6HgO4 as an isolated structure in a non-equilibrium geometry.

Calculated values
Charge: 0
Relative energy (zero: lowest compared OMol25 entry of this formula, charge and spin), eV: 1.540
Largest force on an atom, eV/A: 7.9
Gap between HOMO and LUMO, eV: 6.86

Geometry (Å):
O  0.0367  0.8835  1.1345
O  -1.0598  0.0375  -0.5894
C  -2.2690  -0.6107  -0.4874
C  -3.4122  0.0547  -0.6055
C  -0.1295  -0.1295  0.3818
H  -2.2021  -1.6553  -0.1703
H  -0.2059  -1.1096  0.8836
H  -4.3421  -0.4495  -0.3476
H  -3.4326  1.1409  -0.6993
Hg  1.5847  1.9218  1.3803
O  2.5428  1.7198  -0.3444
O  3.0560  0.5835  1.4099
C  2.8333  0.5245  0.1169
C  2.2701  -0.6444  -0.4756
H  2.5557  -1.5975  -0.0241
H  2.1742  -0.6699  -1.5635

Results of the Mulliken charge analysis, in e, for atoms 1 through 6: O -0.7940; O -0.2779; C 0.0356; C -0.6577; C 0.2382; H 0.3311


Record 5
The following is a DFT calculation (ωB97M-V/def2-TZVPD) of C23H27BaN4O3S as an isolated structure in a non-equilibrium geometry.

Calculated values
Charge: +1
Relative energy (zero: lowest compared OMol25 entry of this formula, charge and spin), eV: 0.344
Largest force on an atom, eV/A: 1.8
Gap between HOMO and LUMO, eV: 7.24

Geometry (Å):
Ba  -1.4331  1.7313  1.4921
O  -2.3613  1.6558  4.1177
C  -1.5484  1.9120  5.2558
C  -0.1730  2.3826  4.8521
C  0.7286  2.7147  5.8577
C  1.9891  3.1522  5.5090
C  2.3221  3.2463  4.1656
C  1.3654  2.8956  3.2365
N  0.1403  2.4763  3.5670
H  -3.2417  1.4287  4.4334
H  -1.4545  0.9954  5.8509
H  -2.0185  2.6828  5.8775
H  0.4540  2.6334  6.8984
H  2.7019  3.4186  6.2737
H  3.2922  3.5865  3.8447
H  1.5759  2.9553  2.1749
C  2.5240  -3.7217  -0.1572
C  1.7667  -2.9913  -1.2289
C  1.0077  -3.7190  -2.1427
C  0.2844  -3.0664  -3.1226
C  0.2845  -1.6832  -3.1999
C  1.0716  -0.9395  -2.3145
N  1.1321  0.4548  -2.3354
C  0.3295  1.2566  -3.1424
C  0.4110  1.1736  -4.5326
C  -0.3853  1.9690  -5.3320
C  -1.2895  2.8655  -4.7741
C  -1.3874  2.9476  -3.3983
C  -0.5767  2.1670  -2.5728
C  -0.7843  2.3042  -1.1138
O  -1.9475  2.5518  -0.7099
O  0.1643  2.1708  -0.2759
C  1.8291  -1.5987  -1.3246
C  2.6964  -0.7880  -0.4057
H  2.2617  -4.7788  -0.1515
H  2.3021  -3.3174  0.8320
H  3.6024  -3.6508  -0.3060
H  0.9971  -4.7977  -2.0841
H  -0.2968  -3.6375  -3.8357
H  -0.3104  -1.1888  -3.9478
H  1.3078  0.8707  -1.4345
H  1.1204  0.4976  -4.9825
H  -0.2969  1.8943  -6.4079
H  -1.9082  3.4857  -5.4028
H  -2.0981  3.6150  -2.9341
H  3.2075  0.0134  -0.9425
H  3.4630  -1.3942  0.0695
H  2.1080  -0.3316  0.3974
C  -2.4186  -2.8750  -1.4075
N  -1.6384  -2.1775  -0.4137
C  -1.8974  -2.1493  0.8876
N  -2.9665  -2.7979  1.3679
S  -0.8796  -1.2913  1.9462
H  -1.9573  -2.6936  -2.3756
H  -3.4428  -2.4982  -1.4291
H  -2.4178  -3.9537  -1.2302
H  -0.7573  -1.7634  -0.7075
H  -3.4886  -3.4502  0.8022
H  -3.0647  -2.8506  2.3664

Results of the Mulliken charge analysis, in e, for atoms 1 through 6: Ba 1.6063; O -0.4018; C -0.4858; C 0.3825; C -0.6564; C -0.2798